No. 1
# C43H42N4O4PTi

A structure of composition C43H42N4O4PTi (ωB97M-V/def2-TZVPD, the OMol25 dataset).

Properties
HOMO energy (spin up / spin down) = -8.3 / -10.5 eV
net charge = +1
frontier orbital gap (spin up / spin down) = 4.955 / 6.831 eV
spin multiplicity = 3
LUMO level (spin up / spin down) = -3.36 / -3.66 eV

Positions of all 95 atoms, in Å:
Ti1 0.652 0.365 1.843
C1 4.850 5.754 4.050
C2 3.878 4.785 3.433
C3 2.722 5.254 2.815
C4 1.779 4.414 2.186
C5 0.638 4.947 1.547
N1 -0.290 4.197 0.860
C6 -1.251 4.789 -0.054
C7 -2.589 5.175 0.590
C8 -3.148 4.149 1.582
N2 -2.826 2.768 1.227
C9 -3.641 1.812 0.930
C10 -3.264 0.454 0.678
C11 -4.288 -0.479 0.432
C12 -3.994 -1.812 0.280
C13 -5.054 -2.851 0.047
C14 -2.645 -2.190 0.339
C15 -1.584 -1.310 0.498
C16 -0.153 -1.927 0.425
N3 0.932 -0.908 0.531
C17 2.322 -1.167 0.132
C18 3.163 -1.896 1.180
C19 3.182 -1.219 2.570
N4 2.685 0.163 2.528
C20 3.479 1.113 2.886
C21 3.201 2.528 2.862
C22 4.121 3.423 3.445
C23 2.053 3.014 2.243
O1 1.197 2.160 1.693
C24 -1.913 0.038 0.735
O2 -1.009 0.946 1.069
H1 4.334 6.510 4.642
H2 5.425 6.273 3.281
H3 5.555 5.240 4.702
H4 2.535 6.323 2.805
H5 0.464 6.014 1.580
H6 0.036 3.274 0.614
H7 -1.439 4.051 -0.835
H8 -0.834 5.666 -0.555
H9 -3.307 5.348 -0.214
H10 -2.493 6.119 1.131
H11 -4.230 4.239 1.674
H12 -2.711 4.309 2.567
H13 -1.841 2.500 1.286
H14 -4.698 2.063 0.884
H15 -5.316 -0.135 0.389
H16 -6.046 -2.404 0.011
H17 -5.049 -3.598 0.843
H18 -4.882 -3.373 -0.896
H19 -2.424 -3.244 0.245
H20 1.066 -2.906 -1.010
H21 2.760 -0.184 -0.063
H22 2.391 -1.697 -0.820
H23 4.181 -1.956 0.791
H24 2.807 -2.921 1.293
H25 4.197 -1.229 2.973
H26 2.562 -1.772 3.274
H27 4.472 0.834 3.246
H28 5.015 3.031 3.917
O3 0.383 -2.837 3.974
C25 0.131 -2.223 2.972
O4 -0.047 -0.880 3.008
C26 -0.003 -2.862 1.614
C27 0.008 -4.231 1.636
C28 -0.293 -5.184 0.646
C29 -0.766 -4.966 -0.668
C30 -0.748 -3.800 -1.357
C31 0.025 -2.572 -0.985
P1 -0.057 -1.150 -2.242
C32 1.375 -1.585 -3.300
C33 2.092 -0.526 -3.854
C34 3.198 -0.759 -4.660
C35 3.608 -2.059 -4.913
C36 2.904 -3.125 -4.367
C37 1.796 -2.889 -3.568
C38 -1.488 -1.593 -3.290
C39 -2.733 -1.155 -2.834
C40 -3.893 -1.458 -3.530
C41 -3.821 -2.183 -4.712
C42 -2.587 -2.598 -5.191
C43 -1.428 -2.310 -4.484
H29 0.211 -4.641 2.619
H30 -0.265 -6.214 0.978
H31 -1.210 -5.824 -1.163
H32 -1.227 -3.799 -2.329
H33 1.781 0.491 -3.648
H34 3.743 0.075 -5.082
H35 4.474 -2.244 -5.535
H36 3.218 -4.141 -4.569
H37 1.251 -3.735 -3.164
H38 -2.791 -0.566 -1.924
H39 -4.852 -1.116 -3.160
H40 -4.722 -2.412 -5.265
H41 -2.524 -3.150 -6.120
H42 -0.472 -2.642 -4.871

=====

No. 2
# C43H42N8O2SeW

A structure of composition C43H42N8O2SeW (ωB97M-V/def2-TZVPD, the OMol25 dataset).

Properties
HOMO energy (spin up / spin down) = -6.7 / -6.7 eV
net charge = 0
frontier orbital gap (spin up / spin down) = 5.825 / 5.824 eV
LUMO level (spin up / spin down) = -0.92 / -0.92 eV

Positions of all 97 atoms, in Å:
W1 0.098 -0.696 -0.502
C1 -1.922 -3.124 -1.225
N1 -0.948 -3.625 -2.184
C2 0.382 -3.764 -1.607
C3 1.126 -2.740 0.554
N2 0.473 -1.623 1.238
C4 1.248 -1.411 2.363
C5 0.886 -0.868 3.578
C6 1.847 -0.829 4.581
C7 3.117 -1.330 4.368
C8 3.485 -1.895 3.144
C9 2.542 -1.934 2.147
N3 2.568 -2.432 0.830
C10 -1.950 -1.589 -1.077
N4 -1.893 -0.998 0.182
C11 -2.802 0.031 0.190
C12 -3.074 0.972 1.179
C13 -4.077 1.893 0.931
C14 -4.804 1.879 -0.255
C15 -4.544 0.952 -1.253
C16 -3.526 0.044 -1.025
N5 -3.016 -0.975 -1.786
H1 -1.713 -3.574 -0.247
H2 -2.905 -3.463 -1.572
H3 -0.928 -3.012 -2.998
H4 1.092 -3.914 -2.438
H5 0.371 -4.681 -1.005
H6 -0.121 -0.505 3.722
H7 1.596 -0.408 5.544
H8 3.838 -1.318 5.173
H9 4.473 -2.307 2.995
H10 3.241 -3.160 0.628
H11 -2.507 0.978 2.097
H12 -4.306 2.635 1.680
H13 -5.589 2.605 -0.401
H14 -5.110 0.937 -2.170
H15 -3.258 -1.160 -2.746
C17 0.014 7.381 2.566
C18 0.116 5.924 2.225
C19 -0.120 5.483 0.932
C20 -0.007 4.147 0.577
C21 -0.231 3.746 -0.841
C22 0.352 3.204 1.551
C23 0.609 3.636 2.864
C24 1.007 2.680 3.945
C25 0.480 4.981 3.178
C26 0.569 1.777 1.174
O1 1.527 1.130 1.632
O2 -0.206 1.192 0.326
H16 -0.522 7.920 1.786
H17 1.009 7.818 2.659
H18 -0.504 7.527 3.512
H19 -0.384 6.205 0.171
H20 -0.349 4.613 -1.485
H21 -1.122 3.124 -0.927
H22 0.608 3.156 -1.209
H23 0.369 1.801 3.942
H24 0.955 3.161 4.921
H25 2.023 2.327 3.773
H26 0.681 5.303 4.192
Se1 -0.430 0.802 -2.499
C27 -1.783 1.073 -3.936
C28 -2.829 1.971 -3.768
C29 -3.683 2.243 -4.824
C30 -3.486 1.644 -6.057
C31 -2.431 0.763 -6.230
C32 -1.585 0.476 -5.174
H27 -2.971 2.459 -2.816
H28 -4.499 2.939 -4.690
H29 -4.142 1.873 -6.884
H30 -2.259 0.307 -7.195
H31 -0.750 -0.194 -5.306
N6 3.592 0.309 0.156
C33 3.381 -0.178 -1.079
C34 4.480 -0.353 -1.935
C35 4.322 -0.889 -3.198
C36 3.036 -1.283 -3.563
C37 2.003 -1.098 -2.687
N7 2.101 -0.495 -1.449
H32 4.534 0.480 0.456
H33 2.834 0.537 0.798
H34 5.456 -0.075 -1.566
H35 5.160 -1.018 -3.864
H36 2.829 -1.735 -4.519
H37 1.013 -1.438 -2.987
N8 0.733 -2.608 -0.815
C38 0.794 -4.085 1.214
C39 -0.306 -4.189 2.056
C40 -0.584 -5.386 2.695
C41 0.230 -6.488 2.502
C42 1.320 -6.394 1.654
C43 1.607 -5.200 1.019
H38 -0.936 -3.324 2.214
H39 -1.441 -5.458 3.347
H40 0.012 -7.425 2.993
H41 1.953 -7.253 1.482
H42 2.465 -5.143 0.360

=====

No. 3
# C43H42P2Pt

A structure of composition C43H42P2Pt (ωB97M-V/def2-TZVPD, the OMol25 dataset).

Properties
HOMO energy (spin up / spin down) = -12.2 / -12.9 eV
relative energy (zero: lowest compared OMol25 entry of this formula, charge and spin) = 66.1 kcal/mol
net charge = +2
frontier orbital gap (spin up / spin down) = 7.094 / 4.457 eV
spin multiplicity = 5
LUMO level (spin up / spin down) = -5.10 / -8.48 eV

Positions of all 88 atoms, in Å:
Pt1 1.234 -1.589 1.942
C1 -3.003 0.574 4.224
C2 -3.241 0.435 2.884
C3 -3.300 1.454 1.771
C4 -1.984 1.831 1.061
C5 -0.999 2.675 1.848
C6 -1.001 2.946 3.151
C7 -2.208 3.010 4.037
C8 -2.501 1.793 4.951
C9 2.701 -0.204 1.841
H1 -3.107 -0.329 4.878
H2 -3.508 -0.591 2.542
H3 -3.823 2.385 2.004
H4 -3.913 0.962 1.001
H5 -1.480 0.911 0.694
H6 -2.236 2.389 0.140
H7 -0.093 2.939 1.249
H8 -0.046 3.220 3.658
H9 -3.100 3.209 3.457
H10 -2.076 3.874 4.698
H11 -1.538 1.509 5.425
H12 -3.147 2.165 5.783
H13 3.577 -0.658 2.332
H14 2.398 0.697 2.424
H15 2.856 -0.028 0.771
P1 -0.305 -1.460 -2.948
P2 1.061 0.563 -3.139
C10 -1.405 -0.113 -3.442
C11 -0.634 1.002 -3.601
C12 -0.494 -2.638 -4.331
C13 -1.573 -2.625 -5.237
C14 -1.649 -3.588 -6.242
C15 -0.642 -4.553 -6.357
C16 0.448 -4.554 -5.480
C17 0.524 -3.601 -4.469
C18 -0.979 -2.235 -1.485
C19 -0.208 -2.225 -0.307
C20 -0.667 -2.865 0.812
C21 -1.960 -3.415 0.845
C22 -2.723 -3.445 -0.332
C23 -2.238 -2.856 -1.503
C24 1.935 0.716 -4.772
C25 1.699 -0.229 -5.793
C26 2.374 -0.153 -7.010
C27 3.264 0.906 -7.243
C28 3.452 1.897 -6.270
C29 2.772 1.810 -5.048
C30 1.606 1.970 -2.148
C31 2.886 1.862 -1.570
C32 3.406 2.913 -0.820
C33 2.653 4.085 -0.649
C34 1.384 4.202 -1.232
C35 0.856 3.144 -1.974
H16 -2.472 -0.256 -3.615
H17 -0.889 1.994 -3.976
H18 -2.353 -1.867 -5.164
H19 -2.498 -3.594 -6.929
H20 -0.706 -5.312 -7.136
H21 1.236 -5.302 -5.571
H22 1.369 -3.584 -3.779
H23 0.754 -1.689 -0.255
H24 0.013 -2.938 1.723
H25 -2.356 -3.817 1.781
H26 -3.708 -3.912 -0.329
H27 -2.831 -2.870 -2.421
H28 0.973 -1.027 -5.630
H29 2.208 -0.916 -7.775
H30 3.813 0.954 -8.184
H31 4.132 2.737 -6.456
H32 2.894 2.602 -4.307
H33 3.461 0.950 -1.729
H34 4.400 2.819 -0.373
H35 3.053 4.905 -0.047
H36 0.804 5.122 -1.108
H37 -0.128 3.246 -2.428
C36 0.730 -1.275 3.750
C37 0.414 -0.968 4.923
C38 0.435 -0.734 6.347
C39 -0.639 -0.267 7.143
C40 -0.516 -0.115 8.520
C41 0.668 -0.474 9.175
C42 1.761 -0.921 8.416
C43 1.648 -1.001 7.030
H38 -1.592 -0.016 6.693
H39 -1.345 0.299 9.098
H40 0.754 -0.388 10.258
H41 2.702 -1.190 8.906
H42 2.507 -1.289 6.429

=====

No. 4
# C43H43BrCdN6O2S

A structure of composition C43H43BrCdN6O2S (ωB97M-V/def2-TZVPD, the OMol25 dataset).

Properties
HOMO energy = -1.8 eV
relative energy (zero: lowest compared OMol25 entry of this formula, charge and spin) = 25.8 kcal/mol
net charge = -2
frontier orbital gap = 5.734 eV
LUMO level = 3.94 eV

Positions of all 97 atoms, in Å:
Cd1 -0.884 0.758 0.085
C1 1.738 -3.377 3.251
C2 2.346 -2.921 2.091
C3 1.995 -1.692 1.551
C4 1.056 -0.888 2.188
C5 0.404 -1.372 3.322
C6 0.747 -2.608 3.850
N1 0.779 0.409 1.693
C7 1.364 1.419 2.300
C8 2.323 1.267 3.376
C9 2.958 2.333 3.926
C10 2.715 3.665 3.493
C11 1.811 3.863 2.494
C12 1.122 2.783 1.894
N2 0.208 2.958 0.900
N3 -0.021 4.130 0.484
C13 -0.996 4.181 -0.533
C14 -1.102 5.377 -1.249
C15 -2.025 5.450 -2.272
C16 -2.814 4.340 -2.557
C17 -2.637 3.201 -1.791
N4 -1.760 3.130 -0.795
H1 2.001 -4.343 3.665
H2 3.091 -3.524 1.583
H3 2.438 -1.340 0.630
H4 -0.366 -0.763 3.781
H5 0.229 -2.977 4.728
H6 2.552 0.269 3.721
H7 3.683 2.158 4.714
H8 3.244 4.495 3.944
H9 1.590 4.854 2.122
H10 -0.449 6.199 -0.993
H11 -2.124 6.359 -2.854
H12 -3.537 4.350 -3.361
H13 -3.207 2.297 -1.975
N5 -0.958 -1.779 -0.528
C18 -1.402 -2.603 0.496
C19 -0.663 -3.751 0.803
C20 -1.027 -4.593 1.834
C21 -2.147 -4.301 2.600
C22 -2.874 -3.159 2.306
C23 -2.543 -2.290 1.263
C24 -3.418 -1.085 1.071
C25 -4.797 -1.314 1.191
C26 -5.711 -0.274 1.195
C27 -5.242 1.026 1.082
C28 -3.880 1.244 0.912
C29 -2.921 0.222 0.871
H14 -1.640 -1.392 -1.167
H15 -0.084 -2.017 -0.989
H16 0.211 -3.967 0.200
H17 -0.424 -5.467 2.048
H18 -2.436 -4.936 3.429
H19 -3.721 -2.901 2.931
H20 -5.158 -2.333 1.275
H21 -6.772 -0.481 1.284
H22 -5.932 1.864 1.100
H23 -3.547 2.271 0.791
C30 8.135 -2.634 -1.213
C31 6.987 -3.553 -1.633
C32 6.937 -4.727 -0.643
C33 7.309 -4.101 -3.032
C34 5.644 -2.827 -1.650
C35 4.486 -3.508 -2.018
C36 3.271 -2.868 -2.012
Br1 1.724 -3.866 -2.528
C37 3.046 -1.498 -1.637
O1 1.884 -1.008 -1.585
C38 4.275 -0.799 -1.307
C39 5.483 -1.485 -1.310
C40 4.331 0.687 -0.893
C41 4.705 0.792 0.595
C42 5.416 1.411 -1.711
C43 3.036 1.475 -1.109
H24 9.076 -3.193 -1.223
H25 7.985 -2.243 -0.205
H26 8.237 -1.787 -1.895
H27 7.891 -5.265 -0.627
H28 6.151 -5.434 -0.913
H29 6.724 -4.363 0.364
H30 8.261 -4.644 -3.029
H31 7.377 -3.283 -3.752
H32 6.529 -4.781 -3.376
H33 4.520 -4.552 -2.310
H34 6.365 -0.930 -1.015
H35 5.677 0.331 0.792
H36 3.964 0.291 1.219
H37 4.745 1.840 0.909
H38 6.416 1.005 -1.548
H39 5.439 2.468 -1.431
H40 5.193 1.345 -2.779
H41 2.233 1.117 -0.470
H42 2.687 1.402 -2.136
H43 3.232 2.528 -0.874
O2 -0.070 0.810 -4.499
S1 0.025 1.012 -3.044
N6 -1.073 0.551 -2.176

=====

No. 5
# C43H43N10O3RbS

A structure of composition C43H43N10O3RbS (ωB97M-V/def2-TZVPD, the OMol25 dataset).

Properties
HOMO energy = -8.0 eV
relative energy (zero: lowest compared OMol25 entry of this formula, charge and spin) = 11.7 kcal/mol
net charge = 0
frontier orbital gap = 7.424 eV
LUMO level = -0.59 eV

Positions of all 101 atoms, in Å:
Rb1 -0.138 0.492 0.117
C1 2.253 -2.688 -1.232
C2 2.793 -1.368 -1.804
N1 1.784 -0.550 -2.427
C3 1.394 -0.832 -3.779
C4 0.555 -2.100 -3.980
S1 -0.901 -2.256 -2.897
C5 -0.517 -3.727 -1.901
C6 0.028 -3.488 -0.488
N2 1.067 -2.486 -0.418
H1 2.011 -3.365 -2.050
H2 3.065 -3.179 -0.676
H3 3.224 -0.787 -0.986
H4 3.623 -1.620 -2.488
H5 1.933 0.443 -2.280
H6 0.820 0.026 -4.132
H7 2.259 -0.932 -4.461
H8 0.191 -2.109 -5.008
H9 1.157 -2.999 -3.856
H10 -1.446 -4.293 -1.817
H11 0.162 -4.345 -2.490
H12 -0.795 -3.150 0.149
H13 0.337 -4.477 -0.107
H14 1.323 -2.285 0.537
C7 1.562 1.312 4.544
C8 0.855 1.745 3.426
N3 -0.309 1.210 3.094
C9 -0.783 0.247 3.883
C10 -0.065 -0.189 4.990
N4 1.110 0.337 5.321
C11 -2.117 -0.321 3.535
C12 -3.045 -0.599 4.530
C13 -4.306 -1.053 4.162
C14 -4.576 -1.203 2.809
C15 -3.579 -0.926 1.878
N5 -2.371 -0.499 2.238
C16 -3.840 -1.068 0.417
C17 -4.837 -1.903 -0.074
N6 -5.118 -1.987 -1.371
C18 -4.394 -1.235 -2.186
C19 -3.368 -0.426 -1.706
N7 -3.086 -0.349 -0.417
C20 -5.343 -1.340 5.182
C21 -5.027 -2.031 6.346
C22 -6.031 -2.284 7.268
N8 -7.293 -1.896 7.105
C23 -7.588 -1.231 5.991
C24 -6.659 -0.932 5.006
H15 2.518 1.751 4.804
H16 1.236 2.528 2.778
H17 -0.437 -0.993 5.616
H18 -2.817 -0.410 5.571
H19 -5.559 -1.528 2.498
H20 -5.419 -2.538 0.583
H21 -4.617 -1.286 -3.245
H22 -2.752 0.160 -2.377
H23 -4.018 -2.385 6.516
H24 -5.813 -2.829 8.179
H25 -8.621 -0.918 5.884
H26 -6.947 -0.369 4.128
O1 -0.624 1.747 -2.479
C25 -0.018 3.059 -2.416
C26 0.876 2.886 -1.131
O2 0.385 3.295 -0.068
O3 1.900 2.170 -1.263
C27 0.720 3.311 -3.726
C28 -0.050 3.380 -4.889
C29 0.540 3.571 -6.128
C30 1.917 3.719 -6.221
C31 2.688 3.677 -5.070
C32 2.097 3.469 -3.828
C33 -1.076 4.127 -2.191
C34 -2.375 3.799 -1.830
C35 -3.319 4.793 -1.607
C36 -2.971 6.129 -1.735
C37 -1.670 6.463 -2.088
C38 -0.733 5.470 -2.317
H27 -0.936 1.611 -3.381
H28 -1.132 3.318 -4.815
H29 -0.076 3.621 -7.017
H30 2.384 3.876 -7.185
H31 3.762 3.802 -5.134
H32 2.703 3.407 -2.936
H33 -2.646 2.759 -1.704
H34 -4.329 4.522 -1.324
H35 -3.706 6.905 -1.559
H36 -1.385 7.504 -2.186
H37 0.281 5.735 -2.595
N9 1.764 -2.302 3.066
C39 2.656 -1.287 2.739
C40 3.897 -1.187 3.372
C41 4.750 -0.177 2.980
C42 4.358 0.698 1.972
C43 3.115 0.515 1.398
N10 2.271 -0.457 1.772
H38 1.891 -2.701 3.983
H39 0.800 -2.063 2.880
H40 4.167 -1.884 4.155
H41 5.717 -0.071 3.456
H42 4.999 1.499 1.633
H43 2.775 1.171 0.597